This record from OMol25 describes a molecular structure, C30H49AsMoN5O7SSi4. The level of theory is ωB97M-V with the def2-TZVPD basis set.

Computed properties:
**Net charge**: +1
**<S²>**: 2.25
**2S+1**: 3

Each line ends with the Löwdin spin population.
Element x y z (Å)
Mo -1.7535 -0.5325 -1.0818  0.917
As -2.7750 1.8557 1.9945  -0.001
S -2.2550 1.6601 -0.1085  0.015
Si 3.7420 -0.0250 2.3315  0.003
Si 1.6879 -0.7390 1.2283  0.009
Si 2.5364 -2.1822 -0.8967  0.003
Si 0.2984 -1.6291 3.0613  0.003
O 0.8289 0.5321 -3.3730  0.420
O 4.0993 5.4389 -2.3011  0.000
O 3.8149 3.9832 -3.8712  -0.005
O 2.5612 4.4485 2.1230  -0.005
O -0.1006 -0.1476 -1.5129  0.013
O 0.8659 3.1637 2.2868  -0.003
O 1.2161 0.9406 0.8867  0.026
N -3.6763 -0.5984 -1.7177  -0.002
N -1.9724 -2.5345 -1.6113  0.017
N 3.6658 4.3945 -2.7395  -0.002
N 1.8342 3.5924 1.6747  -0.002
N 0.8449 0.5983 -2.1295  0.325
C 4.7361 1.2452 1.3170  0.001
C -2.7317 1.1138 -3.9396  0.024
C -5.0395 1.2668 -4.5489  0.000
C -3.4242 -4.2750 -1.9179  0.008
C -4.6695 1.7091 -5.8112  0.000
C 4.8170 -1.5518 2.6514  0.001
C -4.0710 0.9627 -3.5993  0.001
C 2.2871 2.4216 -2.3127  0.063
C -3.2983 -2.8797 -1.8485  0.008
C -4.4806 0.5269 -2.2032  0.004
C 1.5696 1.8160 -0.0381  0.043
C 1.4687 -2.7772 -2.3534  0.001
C -2.3573 1.5362 -5.2033  0.003
C -3.3309 1.8317 -6.1455  0.001
C -1.4160 -2.3065 2.5487  0.013
C 1.4380 -3.0837 3.4875  0.000
C -0.1907 -0.9087 4.7679  0.000
C 2.9054 3.5484 -1.8221  0.000
C -1.2983 -3.6916 -1.5196  0.004
C -1.9770 1.4049 3.7183  -0.001
C 3.2196 -3.6769 0.0439  0.001
C -3.2886 3.7055 2.1857  -0.003
C -2.1512 -4.7839 -1.7087  0.007
C 3.9783 -1.1424 -1.5555  0.001
C -4.1776 -1.8047 -1.9391  0.005
C -4.4848 0.9247 2.0472  0.002
C 3.2096 0.8107 3.9543  0.000
C 1.5883 1.5747 -1.4552  -0.013
C 2.0662 3.0894 0.3565  -0.006
C 2.7620 3.9182 -0.5092  0.057
H 0.5355 -0.2254 5.2066  0.000
H 4.2521 1.5108 0.3780  0.000
H 4.5258 -0.6446 -0.7548  0.000
H -1.9600 0.9080 -3.2000  0.016
H -5.4316 1.9669 -6.5338  0.000
H 2.3401 -2.7339 3.9899  0.000
H 3.1786 4.8479 -0.1507  0.003
H 4.8770 2.1698 1.8782  0.000
H 3.6619 -0.3890 -2.2747  0.000
H 4.0457 1.3233 4.4308  0.000
H 4.2344 -2.4476 2.8574  0.000
H -1.6905 2.3513 4.1685  0.000
H -5.2119 -1.9347 -2.2442  0.000
H -4.3368 -4.8209 -2.0852  0.000
H -6.0901 1.1748 -4.3017  0.000
H 1.7480 -3.6423 2.6044  0.000
H 2.8097 0.0976 4.6755  0.000
H -2.4091 4.3010 2.4214  0.000
H 5.4646 -1.7636 1.8005  0.000
H 2.4422 1.5627 3.7621  0.000
H 0.4143 -2.5215 -2.2681  0.001
H 0.9474 -3.7818 4.1661  0.000
H -0.3003 -1.7412 5.4650  0.000
H 4.6787 -1.7996 -2.0758  0.000
H -2.0248 -2.5508 3.4196  0.001
H -5.5392 0.2511 -2.2082  0.000
H 2.2960 2.1922 -3.3679  0.005
H -2.7321 0.9109 4.3232  0.000
H -1.8595 -5.8201 -1.7056  0.000
H 3.5805 -4.4243 -0.6650  0.000
H 2.4849 -4.1650 0.6828  0.000
H -4.3588 -0.1198 1.7605  0.001
H -5.1687 1.3990 1.3445  0.000
H 5.4658 -1.3844 3.5122  0.000
H -1.0957 0.7844 3.6030  0.000
H -1.3251 -3.2164 1.9598  0.000
H 1.5291 -3.8585 -2.4857  0.000
H 5.7266 0.8624 1.0712  0.000
H -0.2380 -3.7162 -1.3273  0.000
H -3.0399 2.1615 -7.1330  0.000
H 1.8183 -2.3074 -3.2725  0.000
H 4.0634 -3.3890 0.6693  0.000
H -1.1535 -0.4008 4.7220  0.000
H -4.9114 0.9769 3.0484  0.000
H -1.9706 -1.5710 1.9456  0.013
H -3.7341 4.0672 1.2613  0.000
H -1.3069 1.6464 -5.4357  0.001
H -4.0088 3.7852 3.0001  0.000
H -4.3447 1.3748 -1.5288  0.001

=====

This record from OMol25 describes 2 unconnected molecules or ions with the total composition C3H11O. The level of theory is ωB97M-V with the def2-TZVPD basis set.

Computed properties:
**Net charge**: +1
**2S+1**: 1

Each line ends with the Löwdin charge.
Element x y z (Å)
O 2.5665 1.2694 -0.1963  0.256
C -1.7762 -1.4947 -0.6079  -0.127
C -0.0204 0.0604 0.8074  -0.092
C -1.5131 -0.0978 -0.0044  -0.228
H -1.6670 -2.2029 0.2164  0.068
H 1.8097 0.8271 0.3395  0.131
H -1.0461 -1.7830 -1.4138  0.081
H -1.6319 0.6754 -0.7206  0.071
H 0.8811 -0.4384 0.4023  0.051
H -2.1988 -0.0116 0.8474  0.098
H 0.0495 1.1744 1.1357  0.102
H 3.4706 1.6168 0.0606  0.216
H -0.2466 -0.4419 1.7763  0.082
H -2.7852 -1.6120 -1.0656  0.086
H 2.6912 1.2335 -1.1788  0.203

=====

Let's list molar mass in order: 907.0; 63.1 g mol⁻¹.
Let's list energy relative to the best compared isomer or geometry (same formula, charge and spin) in order: 2.647; 1.027 eV.
Let's list strongest force on any atom in order: 3.5; 3.1 eV Å⁻¹.